Entry 1:
{"formula": "C37H52BrClMoN6O2Sb2", "method": "ωB97M-V with the def2-TZVPD basis set", "elements": ["Mo", "C", "Sb", "C", "C", "C", "C", "C", "C", "C", "C", "C", "Sb", "C", "C", "H", "H", "H", "H", "H", "H", "H", "H", "H", "H", "H", "H", "H", "H", "H", "H", "H", "H", "H", "H", "C", "O", "C", "C", "C", "Br", "C", "C", "C", "O", "C", "N", "C", "C", "C", "C", "C", "C", "N", "H", "H", "H", "H", "H", "H", "H", "H", "H", "H", "H", "C", "C", "N", "C", "C", "C", "C", "N", "H", "H", "H", "H", "H", "H", "H", "H", "H", "H", "H", "H", "H", "H", "N", "H", "H", "H", "Cl", "C", "C", "C", "C", "N", "C", "H", "H", "H", "H"], "positions_angstrom": [[0.16, 1.37, 0.53], [-4.10, 1.12, 1.49], [-2.61, 0.86, -0.02], [-3.27, -1.10, -0.60], [-3.58, 2.05, -1.59], [-3.77, 1.21, -2.79], [-5.01, 0.60, -3.00], [-5.23, -0.21, -4.10], [-4.19, -0.44, -5.00], [-2.96, 0.15, -4.81], [-2.73, 1.01, -3.73], [-1.46, 1.76, -3.67], [0.12, 1.11, -2.28], [1.67, 2.18, -3.30], [0.50, -0.88, -3.00], [-5.07, 1.02, 1.01], [-4.06, 2.09, 1.98], [-4.01, 0.32, 2.23], [-4.33, -1.01, -0.84], [-3.16, -1.78, 0.24], [-2.75, -1.47, -1.49], [-2.97, 2.94, -1.77], [-4.54, 2.35, -1.18], [-5.81, 0.79, -2.31], [-6.20, -0.65, -4.26], [-4.36, -1.07, -5.87], [-2.17, 0.00, -5.53], [-1.63, 2.81, -3.44], [-0.95, 1.70, -4.63], [1.64, 1.90, -4.35], [2.65, 1.92, -2.91], [1.51, 3.25, -3.22], [0.79, -0.82, -4.04], [-0.39, -1.50, -2.92], [1.32, -1.33, -2.43], [-1.49, 1.67, 3.68], [-1.09, 0.72, 2.68], [-1.01, -0.62, 3.11], [-1.21, -1.00, 4.42], [-1.11, -2.35, 4.79], [-1.36, -2.84, 6.61], [-0.84, -3.31, 3.83], [-0.66, -2.95, 2.49], [-0.71, -1.59, 2.14], [-0.41, -1.18, 0.83], [-0.45, -4.03, 1.54], [0.07, -5.18, 1.91], [0.00, -6.02, 0.85], [0.36, -7.37, 0.73], [0.17, -7.98, -0.49], [-0.40, -7.29, -1.57], [-0.77, -5.95, -1.47], [-0.59, -5.33, -0.25], [-0.82, -4.04, 0.21], [-2.49, 1.44, 4.06], [-1.51, 2.65, 3.20], [-0.80, 1.68, 4.53], [-1.44, -0.29, 5.20], [-0.77, -4.36, 4.09], [0.02, -1.94, 0.39], [0.71, -7.92, 1.59], [0.43, -9.02, -0.62], [-0.56, -7.82, -2.50], [-1.16, -5.43, -2.33], [-1.43, -3.39, -0.25], [5.99, -0.18, 2.13], [5.43, -0.52, 0.75], [4.48, 0.48, 0.26], [5.08, 1.62, -0.44], [5.16, 2.87, 0.45], [3.19, 0.39, 0.50], [2.67, -0.73, 1.34], [2.28, 1.25, 0.05], [6.67, -0.97, 2.44], [5.21, -0.10, 2.89], [6.56, 0.74, 2.12], [4.96, -1.50, 0.78], [6.25, -0.57, 0.03], [4.52, 1.83, -1.36], [6.09, 1.34, -0.74], [4.20, 3.14, 0.89], [5.51, 3.71, -0.14], [5.88, 2.71, 1.25], [2.74, -1.68, 0.81], [1.63, -0.53, 1.60], [3.25, -0.83, 2.26], [2.70, 1.97, -0.53], [1.32, 2.07, 2.52], [2.21, 2.49, 2.27], [1.53, 1.36, 3.22], [0.80, 2.80, 3.01], [-2.97, 6.02, 0.97], [-1.48, 5.39, 0.42], [-0.55, 6.19, -0.26], [0.64, 5.61, -0.64], [0.87, 4.26, -0.38], [-0.02, 3.48, 0.24], [-1.16, 4.05, 0.64], [-0.76, 7.22, -0.47], [1.40, 6.19, -1.15], [1.81, 3.81, -0.68], [-1.88, 3.43, 1.17]], "mulliken_spin": [2.171, -0.024, -0.117, -0.005, -0.008, 0.008, -0.006, 0.001, -0.002, -0.006, -0.002, -0.009, -0.132, -0.004, -0.002, -0.006, 0.001, -0.001, -0.003, 0.000, 0.000, 0.001, -0.002, 0.000, 0.000, 0.000, 0.000, 0.000, -0.002, -0.003, -0.001, 0.001, -0.003, 0.001, 0.001, 0.004, -0.023, 0.008, 0.002, 0.000, 0.000, 0.000, -0.002, -0.007, 0.102, 0.000, 0.000, 0.000, 0.000, 0.000, 0.000, 0.000, 0.000, 0.000, 0.004, -0.005, 0.000, 0.000, 0.000, 0.004, 0.000, 0.000, 0.000, 0.000, 0.000, 0.002, -0.002, 0.015, 0.001, 0.000, -0.016, 0.050, -0.044, 0.000, 0.000, 0.000, 0.001, 0.000, 0.000, 0.000, 0.001, 0.000, 0.000, 0.000, -0.024, 0.006, 0.011, -0.019, 0.003, 0.002, 0.000, -0.002, -0.005, 0.023, -0.008, 0.052, -0.028, 0.051, 0.000, 0.000, -0.016, 0.013], "e_tot_ha": -5501.57716, "total_charge": 4, "mol_weight_g_mol": 1067.7, "gap_ev": [2.57, 3.25], "homo_ev": [-16.126, -16.127], "multiplicity": 3, "lumo_energy_ev": [-13.55, -12.88], "s_squared": 2.093}



Entry 2:
{"formula": "C3H4OS3", "method": "ωB97M-V with the def2-TZVPD basis set", "elements": ["C", "C", "C", "O", "S", "S", "S", "H", "H", "H", "H"], "positions_angstrom": [[-1.64, 0.00, 0.58], [1.45, 0.68, 0.16], [0.76, -0.63, -0.24], [-3.73, -0.82, -0.53], [0.41, 2.12, 0.34], [-0.58, -1.19, 0.94], [-3.09, 0.38, -0.01], [2.19, 0.46, 0.96], [2.17, 0.91, -0.66], [0.47, -0.61, -1.30], [1.60, -1.30, -0.25]], "nbo_charge": [-0.649, -0.612, -0.517, -0.895, 0.075, 0.467, 1.202, 0.211, 0.247, 0.236, 0.235], "e_tot_ha": -1386.35087, "mol_weight_g_mol": 152.3, "gap_ev": [7.67, 6.71], "homo_ev": [-9.127, -8.601], "multiplicity": 1, "e_above_lowest_kcal_mol": 96.7, "lumo_energy_ev": [-1.46, -1.89]}



Entry 3:
{"formula": "C3H11N3", "method": "ωB97M-V with the def2-TZVPD basis set", "elements": ["C", "N", "C", "H", "H", "H", "H", "H", "H", "H", "N", "C", "N", "H", "H", "H", "H"], "positions_angstrom": [[-2.83, 2.67, 1.29], [-2.76, 1.78, 0.15], [-3.29, 0.45, 0.40], [-3.84, 3.05, 1.36], [-2.63, 2.18, 2.26], [-2.09, 3.45, 1.19], [-1.81, 1.70, -0.21], [-3.02, 0.02, 1.37], [-3.03, -0.23, -0.42], [-4.39, 0.43, 0.37], [4.07, -3.18, -1.44], [4.38, -1.88, -1.17], [3.89, -1.26, -0.19], [4.65, -3.69, -2.10], [3.42, -3.67, -0.86], [5.14, -1.55, -1.88], [4.14, -0.27, -0.15]], "mulliken_spin": [0.193, -0.007, 0.287, -0.029, -0.012, -0.068, -0.088, -0.005, -0.108, -0.033, -0.008, 3.107, -0.557, -0.966, 0.025, -0.376, -0.354], "e_tot_ha": -285.08640, "total_charge": -1, "mol_weight_g_mol": 89.1, "gap_ev": [1.69, 8.27], "homo_ev": [1.422, -5.227], "multiplicity": 2, "e_above_lowest_kcal_mol": 13.7, "lumo_energy_ev": [3.11, 3.05], "s_squared": 0.750}